[1]
Computed, not measured: a cluster of 3 separate species, C4H13NO3 in total at a distorted geometry, with ωB97M-V/def2-TZVPD.

Properties
* HOMO energy: -9.43 eV
* relative energy (zero: lowest compared OMol25 entry of this formula, charge and spin): 1.067 eV
* E_LUMO: 0.42 eV
* structure (SMILES): CCCNC=O.O.O

Structure (XYZ):
```
21
Properties=species:S:1:pos:R:3:mulliken_charge:R:1
C -1.7863 -0.6587 -0.6694 0.0170
N -0.6264 -0.1226 -1.1795 -0.0972
C 0.6331 -0.7907 -0.9506 -0.6281
C 1.7443 0.2072 -0.6224 -0.3352
C 2.3449 0.8824 -1.8758 -1.2335
O -1.8370 -1.6996 -0.0607 -0.5713
H -2.6520 -0.0738 -1.0150 0.3767
H -0.6906 0.8815 -1.2389 0.2528
H 0.4975 -1.4779 -0.1344 0.3603
H 0.9705 -1.2874 -1.8656 0.2629
H 1.3674 1.0296 -0.0033 0.2421
H 2.5562 -0.2436 -0.0603 0.3458
H 2.7510 1.8370 -1.5332 0.3752
H 1.5921 1.1352 -2.6120 0.3268
H 3.1458 0.2854 -2.3126 0.3210
H 0.4200 -0.4157 2.7200 0.3424
H 1.1171 0.3406 3.8247 0.2861
O 0.8176 0.4456 2.9131 -0.6471
H -1.2931 1.9784 1.3918 0.2934
H -0.9152 0.6964 2.0178 0.3184
O -1.6196 1.0730 1.4681 -0.6086
```

[2]
Computed, not measured: the molecule C6H8N2 at a distorted geometry, with ωB97M-V/def2-TZVPD.

Properties
* HOMO energy: -8.70 eV
* relative energy (zero: lowest compared OMol25 entry of this formula, charge and spin): 2.183 eV
* E_LUMO: 0.92 eV
* structure (SMILES): [H]/N=C(\N)C1C=CC=C1

Structure (XYZ):
```
16
Properties=species:S:1:pos:R:3:mulliken_charge:R:1
C -0.3410 0.8101 -0.9859 0.2949
C -0.4072 0.5805 0.5086 0.4327
C -1.0054 -0.7631 0.6867 -0.5703
C -0.1187 -1.6499 1.2151 -0.4231
C 1.1133 -0.8349 1.4580 -0.3086
C 1.0293 0.4023 1.0300 -0.6370
H 0.1968 -0.5980 -2.6397 0.1894
H 0.4736 -1.2499 -1.1652 0.1867
H -0.2593 1.9072 -2.5432 0.2417
H -0.9387 1.5074 0.9466 0.3245
H -2.0742 -0.8972 0.2702 0.2371
H -0.1406 -2.8383 1.3380 0.2853
H 1.9281 -1.4082 1.7732 0.4267
H 1.7201 1.3175 0.8602 0.3213
N 0.0602 -0.4304 -1.6713 -0.3555
N -0.4213 2.0004 -1.5166 -0.6457
```

[3]
Computed, not measured: a structure of composition C54H52GeIrN3P2 at a distorted geometry, with ωB97M-V/def2-TZVPD.

Properties
* HOMO energy (spin up / spin down): -5.06 / -7.96 eV
* multiplicity: 5
* expectation value of S²: 6.03
* E_LUMO (spin up / spin down): 0.36 / -0.17 eV

Structure (XYZ):
```
113
Properties=species:S:1:pos:R:3:mulliken_charge:R:1
Ir 0.0113 0.7308 0.3806 3.1583
C 1.8169 2.9220 2.2687 -1.1462
N 1.3959 2.7875 0.8834 0.8057
C 2.5519 2.8470 -0.0012 -1.4745
C 0.4532 3.8555 0.5391 -1.8323
C -0.3461 3.5091 -0.6919 0.8222
C -0.5714 4.4537 -1.6796 -0.5730
C -1.3668 4.1540 -2.7743 -0.8317
C -1.9803 2.9171 -2.8559 -0.6882
C -1.7414 1.9675 -1.8761 -0.4705
C -0.8831 2.2130 -0.8028 0.6780
H 2.2280 3.9236 2.4720 0.3281
H 2.5855 2.1832 2.4831 0.2914
H 0.9635 2.7501 2.9221 0.1539
H 3.1098 3.7859 0.1121 0.3826
H 2.2249 2.7483 -1.0330 0.2340
H 3.2292 2.0252 0.2134 0.4531
H 0.9857 4.8119 0.4120 0.3428
H -0.2518 3.9700 1.3712 0.3437
H -0.1342 5.4396 -1.5859 0.4350
H -1.5132 4.8850 -3.5551 0.3864
H -2.6422 2.6825 -3.6796 0.5180
H -2.2356 1.0072 -1.9643 0.1304
N -2.7492 -0.1897 1.5403 -0.1526
P -1.9201 -0.8676 0.2210 -0.1392
C -1.6139 -2.5655 0.8475 0.2325
C -2.6174 -3.2158 1.5591 -0.4414
C -2.4158 -4.4970 2.0348 -0.6976
C -1.2076 -5.1368 1.8021 -0.6588
C -0.2040 -4.4947 1.0945 -0.4556
C -0.4039 -3.2082 0.6176 -0.0984
C -3.2947 -1.2390 -0.9049 0.1734
C -4.3723 -0.3558 -1.0084 -0.2864
C -5.3868 -0.5955 -1.9128 -0.8316
C -5.3208 -1.6951 -2.7554 -0.5573
C -4.2331 -2.5561 -2.6883 -0.5570
C -3.2177 -2.3240 -1.7821 -0.9940
P -2.1516 1.2719 2.2280 -0.6305
C -3.7383 1.7830 3.0360 0.2440
C -4.2457 3.0552 2.8060 -0.6040
C -5.3439 3.5135 3.5134 -0.5779
C -5.9407 2.7082 4.4691 -0.5151
C -5.4428 1.4356 4.7011 -0.7884
C -4.3497 0.9763 3.9940 -0.1777
C -1.4311 0.6437 3.7991 1.2376
C -1.4077 -0.6961 4.1623 -0.2682
C -0.7741 -1.0877 5.3264 -0.5716
C -0.1778 -0.1478 6.1504 -0.6733
C -0.2244 1.1931 5.8076 -0.7964
C -0.8507 1.5862 4.6400 -1.1800
H -3.7539 -0.3156 1.5972 0.4260
H -3.5628 -2.7142 1.7215 0.3002
H -3.1977 -5.0038 2.5831 0.4433
H -1.0637 -6.1475 2.1570 0.4004
H 0.7333 -5.0029 0.9116 0.5592
H 0.3681 -2.7013 0.0517 0.4418
H -4.4078 0.5267 -0.3822 0.3866
H -6.2314 0.0780 -1.9635 0.4323
H -6.1150 -1.8790 -3.4628 0.3816
H -4.1831 -3.4104 -3.3504 0.4182
H -2.3611 -2.9845 -1.7392 0.4526
H -3.7684 3.6813 2.0650 0.3967
H -5.7221 4.5086 3.3305 0.4173
H -6.7887 3.0693 5.0332 0.3848
H -5.9016 0.8098 5.4528 0.4171
H -3.9604 -0.0120 4.1927 0.3016
H -1.8641 -1.4359 3.5199 0.4090
H -0.7290 -2.1363 5.5826 0.4890
H 0.3380 -0.4604 7.0476 0.4020
H 0.2335 1.9347 6.4458 0.4579
H -0.8867 2.6336 4.3618 0.4867
C 2.0815 -2.0537 3.0658 -1.6791
C 1.2916 -0.9476 2.6086 0.7119
N 0.6705 -0.0934 2.1266 0.3423
H 1.4366 -2.9223 3.2014 0.2489
H 2.5710 -1.8131 4.0095 0.4462
H 2.8417 -2.2935 2.3194 0.2368
C 1.6024 -0.1982 -0.6975 -0.4524
Ge 2.6192 -0.5606 -2.2905 1.5172
C 4.4654 0.1667 -2.0140 -0.1891
C 5.4889 -0.5542 -1.4152 -0.1884
C 6.6960 0.0480 -1.1050 -0.6952
C 6.8939 1.3908 -1.3780 -0.5126
C 5.8862 2.1192 -1.9889 -0.6836
C 4.6874 1.5078 -2.3035 -0.3072
C 2.0426 0.1809 -4.0313 -0.5464
C 0.8801 0.9247 -4.1638 -0.2884
C 0.5337 1.4806 -5.3831 -0.2863
C 1.3450 1.2931 -6.4887 -0.5618
C 2.5077 0.5506 -6.3670 -0.7396
C 2.8527 0.0034 -5.1456 -0.1505
C 2.7404 -2.5584 -2.3848 -0.0444
C 3.1725 -3.2792 -1.2783 0.1793
C 3.1809 -4.6614 -1.2790 -0.8617
C 2.7335 -5.3529 -2.3917 -0.5812
C 2.2694 -4.6491 -3.4893 -0.6543
C 2.2734 -3.2651 -3.4841 -0.3916
H 2.1500 -0.7489 0.0821 0.1148
H 5.3449 -1.6044 -1.1977 0.3088
H 7.4864 -0.5292 -0.6444 0.4087
H 7.8315 1.8650 -1.1219 0.3783
H 6.0397 3.1661 -2.2134 0.4111
H 3.9011 2.0750 -2.7857 0.3469
H 0.2495 1.0706 -3.2973 0.2353
H -0.3699 2.0671 -5.4655 0.4350
H 1.0786 1.7228 -7.4443 0.3828
H 3.1484 0.4046 -7.2250 0.3911
H 3.7696 -0.5658 -5.0518 0.4583
H 3.5056 -2.7460 -0.3960 0.1651
H 3.5300 -5.2017 -0.4091 0.4418
H 2.7406 -6.4340 -2.3997 0.3951
H 1.8946 -5.1851 -4.3494 0.4306
H 1.9059 -2.7215 -4.3451 0.3412
```